Formula: C2H3FS
Source: the OMol25 dataset
Level of theory: the ωB97M-V functional and the def2-TZVPD basis

Structure (XYZ):
```
7
Properties=species:S:1:pos:R:3:forces:R:3
C 0.920 0.620 0.070 1.053 3.400 -1.014
C -0.053 0.932 -0.732 0.842 -2.532 2.103
F -0.901 -1.882 1.203 0.772 -0.110 0.752
S -1.843 -1.520 -0.040 0.151 1.322 -1.272
H 1.748 1.442 0.277 -1.624 -1.752 -0.401
H 1.076 -0.349 0.484 -0.113 -0.761 0.574
H -0.947 0.757 -1.262 -1.081 0.432 -0.741
```
Positions in Å, forces in eV/Å.

Summary:
* LUMO level (spin up / spin down): -2.46 / -2.47 eV
* orbital gap (spin up / spin down): 5.840 / 5.835 eV
* highest occupied orbital energy (spin up / spin down): -8.30 / -8.30 eV
* electronic energy: -15669.35423 eV

Let us look at the Löwdin charges, expressed in e, one per atom: -0.09 0.11 -0.66 0.49 0.12 0.04 -0.03

Formula: C8H9N3
Source: the OMol25 dataset
Level of theory: the ωB97M-V functional and the def2-TZVPD basis

Structure (XYZ):
```
20
Properties=species:S:1:pos:R:3:forces:R:3
C -0.360 -2.457 -0.881 -0.241 2.012 0.745
C 0.345 -1.709 -1.939 -1.938 -6.028 -0.715
C -0.818 -1.866 0.243 -0.459 -0.727 -0.923
C 0.741 -0.516 -1.815 2.263 4.926 0.850
C -1.439 0.268 1.248 -0.048 1.419 -1.237
C 0.771 1.498 -0.440 0.310 -3.053 -1.265
C -0.713 -0.410 0.320 1.243 0.432 1.152
C 0.393 0.224 -0.575 -2.537 -0.253 0.459
N 0.305 3.513 0.485 -0.209 -0.094 0.132
N 0.592 2.360 0.605 0.048 1.991 2.744
N 1.064 1.721 1.884 0.621 -1.405 -1.683
H -0.602 -3.456 -1.038 -0.008 -1.701 -0.341
H 0.497 -2.339 -2.825 0.367 0.602 0.170
H -1.385 -2.487 0.984 0.569 0.985 -0.616
H 1.448 -0.056 -2.549 -0.946 -0.158 0.653
H -2.257 -0.223 1.769 0.357 -0.094 0.147
H 1.399 1.793 -1.205 1.182 1.422 -1.281
H -1.402 1.399 1.341 -0.161 -1.743 -0.142
H 0.566 2.020 2.694 -0.769 0.659 0.291
H 0.856 0.723 1.693 0.354 0.810 0.860
```
Positions in Å, forces in eV/Å.

Summary:
* LUMO level: -0.64 eV
* orbital gap: 7.564 eV
* highest occupied orbital energy: -8.20 eV
* electronic energy: -12906.53833 eV

Let us look at the Löwdin charges, expressed in e, one per atom: -0.06 -0.11 -0.06 -0.07 0.06 -0.08 -0.23 -0.11 0.13 -0.39 0.09 0.08 0.12 0.13 0.14 0.07 0.10 0.08 0.06 0.05

Formula: C8H26N12O12Pb
Source: the OMol25 dataset
Level of theory: the ωB97M-V functional and the def2-TZVPD basis

Structure (XYZ):
```
59
Properties=species:S:1:pos:R:3:forces:R:3
Pb -0.491 0.172 -0.349 -0.827 0.075 -0.453
O -2.639 -0.979 -3.383 -0.393 0.341 0.219
C -2.889 -1.477 -2.140 -1.521 -0.104 1.312
O -2.869 -0.624 -1.188 0.772 -0.281 -0.467
O -3.246 -2.666 -2.005 1.017 0.137 -0.609
H -2.677 -0.031 -3.155 0.607 -0.111 -0.470
O 3.598 2.187 0.249 -0.260 0.015 0.472
C 2.472 2.561 -0.449 -0.142 1.911 -1.399
O 1.580 1.741 -0.722 0.109 -0.641 0.293
O 2.505 3.774 -0.820 -0.250 -0.810 0.581
H 3.981 3.083 0.302 0.412 -0.482 0.091
C -0.949 2.574 -2.920 0.666 1.591 -1.065
O -1.118 1.486 -2.380 -0.017 0.271 -0.271
N -1.700 2.973 -3.987 -0.904 -0.431 -0.257
N 0.024 3.482 -2.606 -0.280 -2.154 1.183
H -1.528 3.827 -4.477 0.178 0.067 -0.015
H -2.338 2.322 -4.412 0.005 0.020 0.176
H 0.669 3.084 -1.923 0.288 0.768 0.075
H 0.114 4.408 -2.961 -0.010 0.109 -0.144
C 2.094 -2.149 0.945 -0.182 0.276 0.672
O 1.443 -1.258 0.430 0.712 -0.902 -0.432
N 2.221 -2.227 2.309 0.049 -0.234 -0.170
N 2.725 -3.177 0.302 0.252 -0.269 -0.214
H 1.794 -1.517 2.877 0.061 0.091 -0.064
H 2.874 -2.875 2.704 -0.042 0.105 0.301
H 3.346 -3.776 0.811 -0.014 0.003 0.091
H 2.833 -3.217 -0.694 -0.370 0.401 -0.070
C -1.996 3.027 1.304 0.660 -1.947 -0.316
O -1.835 2.134 0.459 -0.488 1.385 0.169
N -0.983 3.758 1.799 1.202 0.869 0.367
N -3.194 3.254 1.863 -1.342 0.010 0.122
H -1.012 4.130 2.730 -0.299 0.186 -0.050
H -0.047 3.638 1.443 -0.198 -0.386 -0.285
H -3.338 3.795 2.693 0.146 0.232 -0.071
H -3.974 2.716 1.525 0.185 -0.123 0.025
C -1.419 -2.867 1.354 -1.678 0.652 -1.460
O -1.535 -1.640 1.487 0.924 -0.471 0.822
N -1.072 -3.714 2.349 0.496 -0.019 0.956
N -1.787 -3.478 0.199 0.807 0.141 0.597
H -1.061 -4.704 2.207 0.134 -0.061 0.012
H -0.613 -3.333 3.156 -0.032 -0.079 -0.019
H -1.811 -4.479 0.198 -0.163 -0.079 -0.342
H -2.273 -2.952 -0.534 -0.478 -0.194 -0.172
C 1.032 -1.937 -2.795 -1.215 0.900 0.299
O 0.167 -1.145 -2.417 0.619 -0.616 -0.354
N 2.188 -1.540 -3.368 0.697 -0.403 -0.153
N 0.857 -3.278 -2.685 -0.308 -0.763 0.377
H 2.466 -0.575 -3.287 -0.115 -0.004 0.164
H 2.903 -2.247 -3.375 0.329 0.353 -0.251
H -0.072 -3.586 -2.441 -0.051 0.199 0.089
H 1.437 -3.973 -3.116 0.120 0.234 -0.264
C 0.546 0.938 3.158 -0.189 -1.142 -0.891
O 0.319 0.828 1.956 0.638 0.876 0.937
N 1.554 1.690 3.665 0.040 0.286 -0.339
N -0.124 0.117 4.004 -0.525 -0.442 0.347
H 2.163 2.077 2.960 -0.005 0.316 0.254
H 1.551 2.003 4.617 0.245 0.029 0.007
H -0.114 0.160 5.006 0.143 0.068 -0.013
H -0.753 -0.522 3.529 -0.214 0.228 0.067
```
Positions in Å, forces in eV/Å.

Summary:
* LUMO level: 0.11 eV
* orbital gap: 7.602 eV
* highest occupied orbital energy: -7.49 eV
* electronic energy: -56425.74445 eV

Let us look at the Löwdin charges, expressed in e, one per atom: 1.67 0.06 -0.81 -0.15 -0.04 0.08 0.04 -0.80 -0.12 -0.06 0.10 -0.62 -0.09 0.16 0.19 0.09 0.10 0.06 0.10 -0.62 -0.07 0.17 0.17 0.09 0.09 0.09 0.08 -0.65 -0.09 0.18 0.17 0.10 0.11 0.10 0.12 -0.66 -0.07 0.16 0.19 0.09 0.09 0.10 0.05 -0.65 -0.08 0.18 0.18 0.12 0.09 0.11 0.10 -0.66 -0.10 0.18 0.17 0.11 0.10 0.10 0.09